Entry 1:
{
  "formula": "C55H52AsN3NiO2PS2",
  "method": "wB97M-V/def2-TZVPD",
  "charge": 1,
  "e_lumo_ev": [-3.63, -3.62],
  "energy_ev": -199282.847,
  "orbital_gap_ev": [6.23, 6.23],
  "elements": ["Ni", "O", "C", "O", "C", "P", "C", "C", "C", "C", "C", "C", "C", "C", "C", "C", "C", "C", "H", "H", "H", "H", "H", "H", "H", "H", "H", "H", "H", "H", "S", "C", "N", "C", "C", "N", "C", "C", "C", "C", "C", "C", "C", "C", "S", "C", "C", "C", "C", "C", "C", "C", "H", "H", "H", "H", "H", "H", "H", "H", "H", "H", "H", "H", "H", "H", "H", "H", "H", "H", "C", "C", "C", "C", "C", "C", "As", "C", "C", "C", "C", "C", "C", "C", "C", "C", "C", "C", "C", "H", "H", "H", "H", "H", "H", "H", "H", "H", "H", "H", "H", "H", "C", "C", "C", "C", "C", "N", "H", "H", "H", "H", "H", "H", "H", "H", "H"],
  "positions_angstrom": [[-0.677, 0.765, 0.074], [0.959, 3.754, 1.802], [0.332, 3.212, 0.916], [0.643, 2.081, 0.346], [-0.919, 3.859, 0.306], [-2.006, 2.488, -0.144], [-2.651, 2.751, -1.809], [-3.955, 3.140, -2.097], [-4.378, 3.214, -3.417], [-3.499, 2.919, -4.449], [-2.188, 2.555, -4.167], [-1.767, 2.457, -2.852], [-3.374, 2.455, 1.036], [-4.516, 1.698, 0.772], [-5.504, 1.565, 1.734], [-5.353, 2.169, 2.975], [-4.207, 2.897, 3.255], [-3.217, 3.033, 2.294], [-0.604, 4.366, -0.609], [-1.379, 4.590, 0.965], [-4.639, 3.400, -1.300], [-5.398, 3.500, -3.638], [-3.835, 2.975, -5.476], [-1.497, 2.333, -4.970], [-0.750, 2.144, -2.632], [-4.635, 1.208, -0.188], [-6.395, 0.990, 1.515], [-6.129, 2.071, 3.723], [-4.083, 3.365, 4.223], [-2.318, 3.586, 2.537], [-2.143, -0.502, -0.975], [-1.661, -2.013, -0.405], [-2.477, -3.011, -0.174], [-1.952, -4.330, 0.199], [-0.693, -4.583, -0.581], [0.256, -3.505, -0.310], [1.675, -3.887, -0.186], [1.894, -4.764, 1.019], [1.796, -4.213, 2.296], [1.954, -5.015, 3.414], [2.210, -6.374, 3.266], [2.303, -6.927, 1.999], [2.143, -6.122, 0.878], [-0.166, -2.255, -0.193], [0.796, -0.958, 0.179], [-3.943, -2.878, -0.141], [-4.585, -3.475, -1.367], [-4.319, -2.966, -2.637], [-4.912, -3.537, -3.751], [-5.778, -4.614, -3.609], [-6.057, -5.115, -2.347], [-5.458, -4.548, -1.230], [-2.707, -5.074, -0.050], [-1.765, -4.356, 1.275], [-0.906, -4.630, -1.653], [-0.243, -5.524, -0.272], [2.254, -2.971, -0.110], [1.959, -4.402, -1.106], [1.604, -3.150, 2.408], [1.886, -4.582, 4.404], [2.348, -6.997, 4.140], [2.503, -7.984, 1.881], [2.227, -6.555, -0.114], [-4.172, -1.819, -0.028], [-4.284, -3.405, 0.751], [-3.659, -2.115, -2.755], [-4.702, -3.136, -4.734], [-6.236, -5.060, -4.482], [-6.740, -5.946, -2.229], [-5.684, -4.936, -0.243], [8.080, 0.515, -0.673], [7.680, 1.842, -0.609], [6.346, 2.162, -0.393], [5.394, 1.158, -0.249], [5.811, -0.171, -0.282], [7.141, -0.493, -0.504], [3.482, 1.492, 0.042], [2.927, 0.981, -1.763], [2.809, -0.297, -2.291], [2.362, -0.474, -3.594], [2.029, 0.631, -4.370], [2.162, 1.912, -3.855], [2.614, 2.093, -2.550], [2.839, 3.397, -1.894], [2.591, 4.644, -2.459], [2.849, 5.795, -1.729], [3.356, 5.711, -0.438], [3.599, 4.470, 0.134], [3.351, 3.317, -0.596], [9.119, 0.268, -0.846], [8.410, 2.633, -0.730], [6.047, 3.202, -0.350], [5.088, -0.968, -0.133], [7.449, -1.531, -0.538], [3.080, -1.162, -1.697], [2.276, -1.471, -4.008], [1.677, 0.492, -5.384], [1.928, 2.767, -4.477], [2.205, 4.725, -3.468], [2.656, 6.765, -2.170], [3.548, 6.613, 0.128], [3.966, 4.406, 1.151], [0.292, 0.393, 5.558], [0.458, 1.346, 4.368], [1.913, 1.376, 3.878], [-0.017, 2.759, 4.727], [-0.369, 0.857, 3.248], [-0.998, 0.577, 2.328], [0.923, 0.741, 6.377], [0.597, -0.621, 5.296], [-0.742, 0.368, 5.904], [2.557, 1.671, 4.708], [2.029, 2.090, 3.061], [2.231, 0.393, 3.524], [0.536, 3.102, 5.602], [-1.082, 2.768, 4.967], [0.171, 3.447, 3.901]],
  "atomic_forces_ev_per_a": [[-0.1, 0.3, -0.8], [0.0, 0.0, -0.1], [0.0, 0.0, -0.2], [0.1, -0.1, 0.4], [0.1, 0.1, 0.1], [-0.2, 0.0, 0.1], [0.0, -0.2, -0.1], [0.0, 0.1, 0.0], [0.0, 0.0, 0.0], [0.0, 0.0, 0.0], [0.0, 0.0, 0.0], [0.0, 0.0, 0.0], [0.1, -0.1, 0.0], [0.0, 0.0, 0.0], [0.0, 0.0, 0.0], [0.0, 0.0, 0.0], [0.0, 0.0, 0.0], [0.0, 0.1, 0.0], [0.0, 0.0, 0.0], [0.0, 0.1, 0.0], [0.0, -0.1, 0.0], [0.0, 0.0, 0.0], [0.0, 0.0, 0.0], [0.0, 0.0, 0.0], [0.0, 0.0, 0.0], [0.0, 0.0, 0.0], [0.0, 0.0, 0.0], [0.0, 0.0, 0.0], [0.0, 0.0, 0.0], [0.0, 0.0, 0.0], [-0.1, -0.1, 0.3], [0.6, -0.1, -0.2], [-0.2, -0.1, 0.3], [0.0, 0.0, -0.1], [0.0, 0.1, -0.1], [0.1, -0.1, 0.0], [0.0, 0.0, 0.0], [-0.1, 0.0, 0.0], [0.0, 0.0, 0.0], [0.0, 0.0, 0.0], [0.0, 0.0, 0.0], [0.0, 0.0, 0.0], [0.0, 0.0, 0.0], [-0.6, 0.0, 0.0], [0.0, 0.2, 0.1], [0.0, 0.1, -0.1], [-0.1, 0.0, 0.0], [0.0, 0.0, 0.0], [0.0, 0.0, 0.0], [0.0, 0.0, 0.0], [0.0, 0.0, 0.0], [0.0, 0.0, 0.0], [0.0, 0.0, 0.0], [0.0, 0.0, 0.0], [0.0, 0.0, 0.0], [0.0, 0.0, 0.0], [0.0, 0.0, -0.1], [0.0, 0.0, 0.0], [0.0, 0.0, 0.0], [0.0, 0.0, 0.0], [0.0, 0.0, 0.0], [0.0, 0.0, 0.0], [0.0, 0.0, 0.0], [0.0, 0.0, 0.0], [0.0, 0.0, 0.0], [0.0, 0.0, 0.0], [0.0, 0.0, 0.0], [0.0, 0.0, 0.0], [0.0, 0.0, 0.0], [0.0, 0.0, 0.0], [0.0, 0.0, 0.0], [0.0, 0.0, 0.0], [-0.1, 0.0, -0.1], [0.1, 0.0, 0.0], [0.0, 0.0, 0.0], [0.0, 0.0, 0.0], [0.3, -0.2, -0.1], [-0.1, 0.0, 0.0], [0.1, 0.0, 0.0], [0.0, 0.0, 0.0], [0.0, 0.0, 0.0], [-0.1, 0.0, 0.0], [0.0, 0.1, 0.0], [0.0, 0.0, -0.1], [0.0, 0.0, 0.0], [0.0, 0.0, 0.0], [0.0, 0.0, 0.0], [0.0, 0.0, 0.0], [-0.1, 0.0, 0.1], [0.0, 0.0, 0.0], [0.0, 0.0, 0.0], [0.0, 0.0, 0.0], [0.0, 0.0, 0.0], [0.0, 0.0, 0.0], [0.0, 0.0, 0.0], [0.0, 0.0, 0.0], [0.0, 0.0, 0.0], [0.0, 0.0, 0.0], [0.0, 0.0, 0.0], [0.0, 0.0, 0.0], [0.0, 0.0, 0.0], [0.0, 0.0, 0.0], [0.0, 0.0, 0.0], [0.0, -0.2, 0.0], [0.1, 0.0, 0.0], [-0.1, 0.1, 0.0], [0.0, 0.4, 0.0], [-0.1, -0.3, 0.3], [0.0, 0.0, 0.0], [0.0, 0.0, 0.0], [0.0, 0.0, 0.0], [0.0, 0.0, 0.0], [0.0, -0.1, 0.1], [0.0, 0.0, 0.0], [0.0, 0.0, 0.0], [0.0, 0.0, 0.1], [0.0, 0.0, 0.1]],
  "lowdin_charge": [-0.16, 0.05, -0.66, -0.24, -0.17, 1.03, -0.35, -0.08, -0.07, -0.07, -0.06, -0.10, -0.33, -0.11, -0.07, -0.07, -0.07, -0.09, 0.11, 0.10, 0.11, 0.11, 0.11, 0.11, 0.10, 0.09, 0.11, 0.11, 0.11, 0.10, 0.85, -0.57, -0.07, -0.08, -0.09, -0.08, -0.10, -0.22, -0.03, -0.07, -0.07, -0.07, -0.05, -0.60, 0.88, -0.10, -0.22, -0.04, -0.07, -0.07, -0.07, -0.04, 0.14, 0.15, 0.15, 0.13, 0.08, 0.14, 0.11, 0.11, 0.11, 0.11, 0.12, 0.10, 0.13, 0.08, 0.11, 0.11, 0.11, 0.11, -0.09, -0.08, -0.10, -0.39, -0.14, -0.09, 1.36, -0.33, -0.14, -0.09, -0.08, -0.03, -0.19, -0.20, -0.03, -0.08, -0.08, -0.11, -0.35, 0.10, 0.10, 0.09, 0.08, 0.10, 0.07, 0.10, 0.10, 0.11, 0.10, 0.10, 0.11, 0.11, -0.04, -0.57, -0.03, -0.03, -0.11, 0.21, 0.09, 0.09, 0.09, 0.10, 0.06, 0.09, 0.10, 0.08, 0.07]
}



Entry 2:
{
  "formula": "C55H52CrFN2S2SbSiTe",
  "method": "wB97M-V/def2-TZVPD",
  "charge": -2,
  "e_lumo_ev": [3.56, 3.55],
  "energy_ev": -135379.518,
  "orbital_gap_ev": [3.83, 3.82],
  "spin_multiplicity": 5,
  "elements": ["Cr", "S", "C", "C", "C", "C", "C", "C", "N", "C", "C", "C", "C", "C", "C", "C", "H", "H", "H", "H", "H", "H", "H", "H", "C", "Si", "C", "C", "N", "C", "C", "C", "C", "C", "C", "F", "H", "H", "H", "H", "H", "H", "H", "H", "H", "H", "H", "H", "H", "C", "C", "C", "C", "C", "C", "C", "Sb", "C", "C", "C", "C", "C", "C", "C", "C", "C", "C", "C", "C", "C", "C", "H", "H", "H", "H", "H", "H", "H", "H", "H", "H", "H", "H", "H", "H", "H", "H", "H", "H", "H", "H", "H", "S", "C", "C", "C", "C", "C", "C", "H", "H", "H", "H", "H", "Te", "C", "C", "C", "C", "C", "C", "H", "H", "H", "H", "H"],
  "positions_angstrom": [[-0.185, 0.205, 1.957], [-1.585, -3.445, 4.182], [0.057, -3.250, 4.709], [0.795, -4.043, 5.586], [2.108, -3.690, 5.833], [2.661, -2.548, 5.233], [1.921, -1.769, 4.367], [0.613, -2.140, 4.079], [-0.250, -1.503, 3.182], [-1.422, -2.063, 3.155], [-2.472, -1.544, 2.290], [-3.742, -2.117, 2.211], [-4.669, -1.561, 1.356], [-4.323, -0.434, 0.609], [-3.060, 0.133, 0.705], [-2.090, -0.426, 1.539], [0.350, -4.914, 6.053], [2.711, -4.298, 6.496], [3.687, -2.272, 5.441], [2.328, -0.880, 3.910], [-3.989, -2.995, 2.801], [-5.654, -2.000, 1.257], [-5.046, -0.002, -0.073], [-2.816, 0.997, 0.104], [-0.958, 3.464, -1.425], [0.227, 3.083, 0.002], [1.889, 2.709, -0.809], [0.660, 4.741, 0.809], [-0.575, 2.074, 1.207], [-1.563, 2.695, 1.960], [-2.302, 3.847, 1.591], [-3.263, 4.421, 2.411], [-3.559, 3.894, 3.661], [-2.869, 2.756, 4.064], [-1.939, 2.213, 3.220], [-1.287, 1.074, 3.668], [-1.158, 4.543, -1.480], [-1.908, 2.936, -1.321], [-0.534, 3.157, -2.386], [1.961, 3.575, -1.482], [1.576, 0.645, -1.357], [2.642, 2.877, -0.033], [0.499, 5.562, 0.099], [1.711, 4.747, 1.111], [0.067, 4.945, 1.704], [-2.112, 4.292, 0.624], [-3.795, 5.296, 2.055], [-4.297, 4.351, 4.308], [-3.038, 2.283, 5.024], [-2.299, -1.298, -6.102], [-2.878, 0.074, -5.853], [-3.564, 0.709, -6.891], [-4.117, 1.976, -6.734], [-4.002, 2.616, -5.509], [-3.331, 1.979, -4.465], [-2.745, 0.714, -4.596], [-1.574, -0.124, -2.908], [-3.054, -1.723, -2.689], [-4.417, -1.405, -2.812], [-5.421, -2.362, -2.720], [-5.089, -3.690, -2.479], [-3.750, -4.031, -2.338], [-2.733, -3.077, -2.437], [-1.300, -3.515, -2.286], [2.283, 1.438, -1.635], [2.105, 1.680, -3.103], [3.056, 1.400, -4.026], [4.321, 0.888, -3.636], [4.580, 0.665, -2.263], [3.660, 0.924, -1.290], [3.963, 0.633, 0.153], [-2.452, -1.602, -7.143], [-2.765, -2.040, -5.447], [-1.233, -1.311, -5.869], [-3.660, 0.202, -7.849], [-4.627, 2.456, -7.563], [-4.422, 3.607, -5.367], [-3.259, 2.485, -3.507], [-4.693, -0.371, -2.995], [-6.462, -2.071, -2.834], [-5.860, -4.449, -2.404], [-3.480, -5.067, -2.151], [-1.226, -4.601, -2.170], [-0.836, -3.044, -1.416], [-0.714, -3.201, -3.155], [1.138, 2.051, -3.422], [2.848, 1.574, -5.076], [5.075, 0.662, -4.380], [5.546, 0.265, -1.966], [4.732, -0.141, 0.238], [3.067, 0.295, 0.676], [4.311, 1.521, 0.691], [0.325, -0.952, -0.044], [1.693, -2.058, -0.145], [2.160, -2.336, -1.435], [3.201, -3.233, -1.634], [3.811, -3.864, -0.556], [3.363, -3.581, 0.730], [2.311, -2.697, 0.931], [1.702, -1.825, -2.278], [3.541, -3.431, -2.644], [4.624, -4.562, -0.716], [3.835, -4.049, 1.588], [1.966, -2.492, 1.929], [1.856, 1.799, 3.051], [3.783, 1.290, 3.790], [4.554, 0.224, 3.305], [5.881, 0.054, 3.694], [6.477, 0.948, 4.574], [5.720, 2.001, 5.080], [4.392, 2.163, 4.701], [4.128, -0.467, 2.585], [6.453, -0.774, 3.289], [7.516, 0.833, 4.855], [6.170, 2.711, 5.765], [3.812, 2.985, 5.106]],
  "atomic_forces_ev_per_a": [[0.1, 0.3, -0.5], [-0.2, -0.2, 0.1], [-0.1, -0.2, 0.0], [0.0, 0.1, 0.0], [0.0, 0.1, -0.1], [0.0, -0.1, 0.1], [0.1, 0.0, 0.0], [-0.2, 0.2, -0.1], [0.7, 0.0, 0.4], [-0.5, -0.1, -0.3], [0.2, -0.1, 0.1], [0.0, -0.1, 0.0], [0.0, 0.1, -0.1], [0.0, 0.0, 0.0], [0.1, -0.1, 0.0], [-0.2, 0.0, 0.1], [0.0, 0.0, 0.0], [0.0, 0.0, 0.0], [0.0, 0.0, 0.0], [0.0, 0.0, 0.0], [0.0, 0.0, 0.0], [0.0, 0.0, 0.0], [0.0, 0.0, 0.0], [0.0, 0.0, -0.1], [-0.1, 0.0, -0.1], [-0.3, 0.2, -0.2], [0.3, -0.5, 0.2], [0.0, 0.2, 0.1], [-0.1, 0.1, 0.5], [0.2, 0.0, -0.4], [0.0, -0.1, -0.1], [0.0, -0.1, 0.0], [0.1, 0.0, 0.0], [0.0, 0.0, 0.0], [0.0, -0.1, 0.1], [0.1, 0.1, 0.0], [0.0, -0.1, 0.0], [0.1, 0.0, 0.0], [-0.1, 0.0, 0.1], [0.0, 0.1, 0.1], [0.0, 0.0, 0.0], [0.0, 0.0, 0.0], [0.0, 0.0, 0.1], [-0.1, 0.0, 0.0], [0.0, 0.0, -0.1], [0.0, 0.0, 0.0], [0.0, 0.0, 0.0], [0.0, 0.0, 0.0], [0.0, 0.0, 0.0], [-0.1, 0.1, 0.0], [-0.1, 0.1, 0.1], [0.0, 0.0, 0.1], [0.1, -0.1, 0.0], [0.1, -0.1, 0.0], [0.1, 0.0, -0.1], [0.0, 0.0, -0.1], [-0.3, 0.0, -0.3], [-0.1, -0.2, 0.0], [0.1, -0.1, -0.1], [0.1, 0.0, 0.0], [0.1, 0.0, 0.0], [0.0, 0.1, 0.0], [-0.1, 0.1, 0.0], [-0.1, 0.0, 0.0], [0.0, 0.2, -0.1], [-0.1, -0.1, 0.1], [0.2, 0.0, 0.1], [-0.1, 0.0, 0.1], [-0.1, 0.1, -0.1], [0.0, -0.1, 0.0], [0.0, 0.0, -0.3], [0.0, 0.0, 0.1], [0.0, 0.0, 0.0], [0.0, 0.0, 0.0], [0.0, 0.0, 0.0], [0.0, 0.0, 0.0], [0.0, 0.0, 0.0], [0.0, 0.0, 0.0], [0.0, 0.0, 0.0], [0.0, 0.0, 0.0], [0.0, 0.0, 0.0], [0.0, 0.0, 0.0], [0.0, 0.0, 0.0], [0.0, 0.0, 0.0], [0.0, 0.0, 0.0], [0.0, 0.0, 0.0], [0.0, 0.0, 0.0], [0.0, 0.0, 0.0], [0.0, 0.0, 0.0], [0.0, 0.1, 0.0], [0.0, 0.0, 0.0], [0.0, 0.0, 0.0], [-0.2, 0.1, 0.3], [0.1, 0.1, 0.0], [0.1, 0.0, -0.1], [-0.1, 0.1, 0.0], [0.0, 0.0, 0.1], [0.0, 0.0, -0.1], [0.1, 0.0, -0.1], [0.0, -0.1, 0.0], [0.0, 0.0, 0.0], [0.0, 0.0, 0.0], [0.0, 0.0, 0.0], [0.0, 0.0, 0.1], [0.2, 0.2, 0.2], [0.2, -0.1, -0.1], [0.0, 0.0, 0.1], [-0.1, 0.1, 0.0], [-0.1, 0.0, 0.0], [-0.1, 0.0, -0.1], [0.1, -0.1, 0.0], [0.0, 0.0, 0.1], [0.0, 0.0, 0.0], [0.0, 0.0, 0.0], [0.0, 0.0, 0.0], [0.0, 0.0, 0.0]],
  "lowdin_spin": [3.01, 0.00, 0.00, 0.00, 0.00, 0.00, 0.00, 0.00, 0.00, 0.01, 0.00, 0.00, 0.01, 0.00, 0.00, -0.07, 0.00, 0.00, 0.00, 0.00, 0.00, 0.00, 0.00, 0.00, 0.00, 0.01, 0.03, 0.00, 0.01, 0.00, 0.00, 0.00, 0.00, 0.00, 0.00, 0.01, 0.00, 0.00, 0.00, 0.00, 0.03, 0.00, 0.00, 0.00, 0.00, 0.00, 0.00, 0.00, 0.00, 0.00, 0.00, 0.00, 0.00, 0.00, 0.00, 0.00, 0.00, 0.00, 0.00, 0.00, 0.00, 0.00, 0.00, 0.00, 0.07, 0.21, 0.02, 0.32, 0.01, 0.21, 0.03, 0.00, 0.00, 0.00, 0.00, 0.00, 0.00, 0.00, 0.00, 0.00, 0.00, 0.00, 0.00, 0.00, 0.00, 0.01, -0.01, 0.02, -0.01, 0.00, 0.00, 0.01, -0.01, 0.00, 0.00, 0.00, 0.00, 0.00, 0.00, 0.00, 0.00, 0.00, 0.00, 0.00, -0.01, 0.00, 0.00, 0.00, 0.00, 0.00, 0.00, 0.00, 0.00, 0.00, 0.00, 0.00]
}